{"formula": "C18H14N2O4", "method": "ωB97M-V/def2-TZVPD", "charge": 0, "e_lumo_ev": -0.23, "gap_ha": 0.282, "max_force_ev_per_a": 16.732, "elements": ["O", "N", "O", "C", "C", "C", "C", "N", "C", "O", "C", "C", "C", "C", "C", "C", "H", "H", "O", "C", "C", "C", "C", "C", "C", "C", "H", "H", "H", "H", "H", "H", "H", "H", "H", "H", "H", "H"], "coordinates": [[-2.728704, -2.960947, 0.286321], [-3.087139, -2.114356, -0.534864], [-3.234294, -1.061256, -0.115878], [-3.274180, -2.354280, -1.885738], [-3.670634, -3.542280, -2.334151], [-4.178537, -3.763637, -3.404785], [-4.169143, -2.633456, -4.272740], [-3.478335, -1.733153, -4.122990], [-3.004281, -1.438979, -2.876464], [-2.554009, -0.191113, -2.829408], [-1.494445, -0.075118, -1.691593], [-0.350584, -0.937347, -1.569498], [0.582157, -0.454292, -0.947330], [0.495522, 0.634259, -0.042651], [-0.387574, 1.570370, -0.436221], [-1.545043, 1.394617, -1.141985], [-2.371380, 2.113647, -1.513565], [-0.532736, 2.667176, 0.154136], [1.549748, 0.744098, 0.704628], [1.586694, 2.142456, 1.567820], [2.950486, 2.056301, 2.329538], [3.629251, 3.237843, 2.734934], [4.713005, 3.089933, 3.475588], [4.979080, 2.051731, 4.215154], [4.436163, 0.625977, 3.855162], [3.112459, 0.848253, 3.009041], [2.537939, 0.173973, 2.791362], [4.498195, -0.204574, 4.474909], [5.890546, 2.067431, 4.792713], [5.288561, 4.078683, 3.491427], [3.447985, 3.989591, 2.022563], [1.833376, 2.946755, 0.697592], [0.702979, 2.203120, 2.085800], [1.352290, -1.132605, -0.645178], [-0.471778, -1.749118, -2.156266], [-4.551174, -3.125222, -5.219752], [-4.480467, -4.934354, -3.782510], [-4.021996, -4.230127, -1.165119]], "forces_ev_per_a": [[0.18, -2.48, -1.26], [1.75, -4.28, 2.69], [-1.85, 7.60, 0.85], [1.96, 2.74, -1.44], [0.45, -4.01, 14.79], [-4.89, -5.71, -9.69], [-6.73, -14.60, -4.65], [6.95, 11.84, 1.71], [-1.34, 1.36, -0.75], [2.94, -1.26, 3.19], [-1.96, 5.92, -1.37], [-11.15, 1.08, -5.46], [7.93, 1.60, 8.08], [0.84, -1.08, -3.76], [-3.08, 6.90, 3.83], [-0.33, -6.32, -3.77], [1.77, -1.35, 1.05], [1.26, -2.88, -1.40], [1.16, 3.45, 3.86], [5.67, -0.80, -5.32], [-3.01, -0.21, 2.43], [-2.66, -3.30, -4.34], [1.43, 6.32, -0.07], [1.69, -8.61, 0.60], [-4.89, 7.78, -1.74], [11.18, 6.53, 3.59], [-5.98, -7.75, -2.07], [0.62, -1.43, 0.85], [-0.02, -0.06, 0.43], [-0.24, -1.66, 0.73], [0.00, 1.78, -0.08], [-1.48, -1.61, 2.13], [-1.92, 0.31, 1.19], [1.15, -0.18, -0.33], [0.58, -3.01, -1.52], [-0.07, 2.28, -0.16], [0.36, 3.84, 1.08], [1.73, 1.24, -3.91]], "mulliken_charge": [-0.644, 0.961, -0.547, 0.719, -0.639, -0.093, -0.311, -0.344, 0.454, -0.472, 0.635, -0.403, -0.892, 0.759, 0.193, -1.309, 0.322, 0.099, -0.410, -0.546, 0.587, -0.580, -0.088, -0.465, -0.740, -0.884, 0.859, 0.389, 0.351, 0.243, 0.311, 0.319, 0.506, 0.348, 0.694, 0.233, 0.219, 0.165]}

***

{"formula": "C18H15AsCl5F6NPPdS", "method": "ωB97M-V/def2-TZVPD", "charge": 0, "e_lumo_ev": [-1.11, -1.38], "gap_ha": [0.268, 0.269], "s2": 0.76, "max_force_ev_per_a": 1.143, "spin_multiplicity": 2, "elements": ["Pd", "S", "C", "C", "C", "C", "C", "C", "C", "C", "C", "N", "H", "H", "H", "H", "H", "H", "Cl", "C", "C", "C", "Cl", "C", "Cl", "C", "Cl", "C", "Cl", "C", "As", "C", "C", "H", "H", "H", "H", "H", "H", "H", "H", "H", "F", "P", "F", "F", "F", "F", "F"], "coordinates": [[0.265824, -0.352462, -0.588070], [0.154232, 5.037535, -0.284747], [1.713982, 5.002361, -0.948713], [2.203580, 3.735196, -1.011631], [1.301099, 2.776862, -0.466368], [0.124032, 3.334628, -0.065163], [-1.196227, 2.678363, 0.042097], [-2.295145, 3.390406, 0.515543], [-3.565882, 2.875905, 0.357405], [-3.710229, 1.674797, -0.317137], [-2.564885, 1.016433, -0.718634], [-1.323317, 1.458898, -0.488818], [2.200720, 5.917701, -1.243647], [3.193160, 3.482096, -1.364502], [-2.142017, 4.354432, 0.982716], [-4.428469, 3.418151, 0.721747], [-4.682286, 1.251651, -0.528478], [-2.630499, 0.099576, -1.281184], [1.779800, 0.606454, -2.848736], [2.626513, 0.867727, -1.339744], [1.793998, 1.384094, -0.287307], [1.975235, 0.743689, 0.941213], [0.729834, 0.770533, 2.151470], [3.219941, 0.117050, 1.229136], [3.499778, -0.497694, 2.801818], [4.184006, 0.020398, 0.255632], [5.750935, -0.557368, 0.618413], [3.827824, 0.280301, -1.090167], [4.815267, -0.261829, -2.378215], [-3.372231, -2.086175, -0.565068], [-1.627768, -1.889599, 0.317147], [-1.410302, -3.766783, 0.738498], [-2.225869, -1.287122, 2.068158], [-3.804906, -3.035984, -0.255719], [-3.248665, -2.098587, -1.647672], [-4.052491, -1.283451, -0.287685], [-2.309447, -4.088227, 1.265096], [-0.533549, -3.920094, 1.359966], [-1.289228, -4.333944, -0.179671], [-3.127025, -1.829705, 2.352509], [-2.422003, -0.215112, 2.076125], [-1.435290, -1.507019, 2.785219], [1.336296, -2.506885, 0.751255], [2.021366, -3.367720, -0.490598], [1.572550, -4.737382, 0.205368], [2.690173, -4.117606, -1.726229], [2.396177, -1.906717, -1.150056], [0.609539, -3.292786, -1.287295], [3.411888, -3.354969, 0.304713]], "forces_ev_per_a": [[-1.02, -0.27, 0.33], [-0.19, 0.18, -0.02], [0.15, -0.06, -0.07], [0.17, 0.12, 0.33], [-0.14, -0.67, -0.07], [-0.65, -0.18, -0.17], [0.43, 0.18, 0.22], [-0.11, 0.08, 0.11], [0.04, 0.04, 0.04], [0.01, -0.03, -0.03], [0.07, 0.05, -0.01], [-0.16, -0.20, -0.39], [0.02, -0.02, 0.01], [-0.02, 0.02, -0.02], [-0.02, -0.02, 0.02], [0.01, 0.00, 0.00], [0.01, 0.01, -0.02], [0.01, -0.04, 0.05], [0.66, 0.88, -0.33], [-0.44, -0.30, -0.06], [0.35, 0.04, -0.40], [0.40, -0.10, 0.41], [0.46, 0.73, 0.22], [-0.63, -0.11, 0.22], [0.04, 0.02, 0.01], [0.26, -0.02, -0.24], [-0.11, -0.06, -0.01], [0.15, -0.03, -0.06], [0.03, -0.03, 0.05], [-0.01, 0.00, -0.06], [0.09, -0.17, -0.17], [0.05, -0.05, 0.10], [0.04, 0.08, 0.05], [-0.02, 0.01, 0.02], [-0.01, 0.00, 0.00], [0.00, 0.00, 0.01], [0.00, 0.00, 0.01], [0.02, 0.01, -0.03], [0.02, 0.00, -0.01], [-0.01, 0.01, 0.00], [-0.01, 0.00, -0.03], [0.00, 0.03, 0.01], [-0.01, -0.13, 0.01], [0.25, 0.05, 0.16], [0.05, 0.06, -0.02], [0.00, -0.04, 0.01], [-0.12, -0.07, -0.14], [-0.15, -0.01, -0.07], [0.01, 0.02, 0.03]], "mulliken_charge": [0.013, -0.214, -0.439, -1.084, -0.244, 0.827, 0.315, -0.642, -0.632, -0.759, -1.088, 0.259, 0.451, 0.448, 0.423, 0.430, 0.411, 1.296, -0.027, -0.054, -1.332, 1.832, -0.034, -0.042, -0.155, 0.029, -0.159, 0.279, -0.143, -1.373, 1.101, -1.285, -1.188, 0.449, 0.335, 0.340, 0.508, 0.340, 0.382, 0.423, 0.293, 0.362, -0.268, 1.331, -0.375, -0.385, -0.229, -0.344, -0.379]}

***

Values for energy above the lowest of the compared OMol25 structures with the same formula, charge and spin, kJ/mol, ordered as above
1678.1; 117.3
Values for E_tot, eV, ordered as above
-30046.09102; -183763.92595